# 1
Density functional theory data (wB97M-V/def2-TZVPD) for a 2-piece molecular cluster, C19H21F3NO7S3 overall in a non-equilibrium geometry.

Last column: Mulliken charge in e.
Positions of all 54 atoms, in Å:
1 C 4.634 -1.662 -1.240  -1.103
2 C 4.166 -3.008 -0.760  -0.267
3 O 2.818 -2.748 -0.293  -0.146
4 C 2.153 -3.858 0.108  0.676
5 C 0.647 -3.580 0.156  -0.500
6 O -0.127 -4.659 0.048  -0.323
7 C -0.065 -5.661 -1.065  -0.746
8 S 0.177 -2.175 -0.918  1.318
9 C -1.605 -2.400 -0.917  0.160
10 C -2.331 -2.038 -2.054  -0.527
11 C -3.688 -2.365 -2.128  -0.583
12 C -4.284 -3.099 -1.101  -0.331
13 C -3.548 -3.449 0.028  -0.803
14 C -2.218 -3.055 0.143  -0.083
15 O 0.555 -0.947 -0.248  -0.607
16 O 0.609 -2.485 -2.277  -0.726
17 O 2.651 -4.960 0.257  -0.711
18 H 5.723 -1.664 -1.237  0.389
19 H 4.258 -1.491 -2.255  0.240
20 H 4.271 -0.867 -0.578  0.270
21 H 4.167 -3.756 -1.570  0.288
22 H 4.767 -3.367 0.083  0.290
23 H -1.059 -6.114 -1.073  0.269
24 H 0.156 -5.155 -2.014  0.282
25 H 0.661 -6.432 -0.804  0.243
26 H -1.815 -1.548 -2.879  0.440
27 H -4.258 -2.082 -3.016  0.362
28 H -5.319 -3.422 -1.201  0.366
29 H -3.993 -4.065 0.806  0.405
30 H -1.653 -3.311 1.031  0.450
31 C 1.562 2.528 4.483  -0.845
32 N 0.123 2.553 4.613  -0.072
33 S -0.566 0.934 4.795  -0.018
34 C -0.580 1.126 6.635  0.699
35 F -1.229 2.205 7.132  -0.208
36 F -1.199 0.004 7.100  -0.228
37 F 0.691 1.186 7.127  -0.238
38 S -0.711 3.753 3.747  1.383
39 C -1.029 2.928 2.214  0.029
40 C -0.394 3.328 1.043  -0.508
41 C -0.449 2.496 -0.068  -0.706
42 C -1.092 1.265 0.044  0.025
43 C -1.713 0.866 1.224  0.016
44 C -1.801 1.777 2.269  -1.189
45 O -1.970 4.013 4.409  -0.680
46 O 0.239 4.792 3.497  -0.707
47 H 1.879 1.778 5.209  0.380
48 H 1.876 2.217 3.478  0.297
49 H 1.956 3.524 4.695  0.309
50 H 0.164 4.256 1.053  0.454
51 H 0.047 2.813 -0.986  0.379
52 H -1.087 0.621 -0.818  0.240
53 H -2.075 -0.151 1.354  0.417
54 H -2.411 1.589 3.150  0.780

The electronic energy comes out at -2812.1445 hartree. The value obtained for the LUMO energy is 2.305 eV. The HOMO-LUMO gap is 5.50 eV. The largest force on an atom comes out at 4.113 eV/Å. Its total charge is -1. The spin multiplicity is 1. The energy relative to the best compared isomer or geometry (same formula, charge and spin) is 0.0000 eV.

# 2
Density functional theory data (wB97M-V/def2-TZVPD) for C19H21GaN4O4S3Se2Te2 as an isolated structure.

Last column: Mulliken charge in e.
Positions of all 56 atoms, in Å:
1 Ga -0.743 0.369 1.498  1.353
2 Se -0.479 0.287 3.873  -0.435
3 Te -2.882 -0.345 4.245  -0.175
4 Te -2.801 -2.542 2.710  -0.170
5 Se -2.306 -1.229 0.609  -0.211
6 N -0.402 3.830 0.126  -0.294
7 C -1.560 3.161 0.195  -0.120
8 S -2.067 2.514 1.695  -0.392
9 N -2.256 3.054 -0.944  -0.168
10 C -3.382 2.221 -1.194  0.293
11 C -4.480 2.177 -0.348  -0.160
12 C -5.540 1.339 -0.657  -0.632
13 C -5.525 0.566 -1.807  -0.494
14 C -4.443 0.646 -2.671  -0.716
15 C -3.372 1.471 -2.367  -0.274
16 H 0.173 3.773 0.957  0.275
17 H 0.092 3.825 -0.757  0.327
18 H -1.730 3.287 -1.780  0.373
19 H -4.505 2.779 0.547  0.451
20 H -6.386 1.294 0.015  0.390
21 H -6.357 -0.087 -2.034  0.402
22 H -4.428 0.065 -3.584  0.382
23 H -2.521 1.539 -3.034  0.466
24 O 1.836 1.704 1.784  -0.658
25 S 2.393 0.475 1.273  1.110
26 O 2.926 0.502 -0.071  -0.689
27 N 1.276 -0.709 1.385  -0.362
28 C 1.733 -1.802 2.033  0.462
29 S 0.994 -3.268 2.023  -0.311
30 C 3.036 -1.525 2.710  0.027
31 C 3.746 -2.349 3.568  -0.927
32 C 4.942 -1.879 4.090  -0.502
33 C 5.433 -0.621 3.749  -0.578
34 C 4.733 0.203 2.877  -0.767
35 C 3.535 -0.275 2.387  0.512
36 H 3.356 -3.327 3.816  0.454
37 H 5.506 -2.498 4.775  0.403
38 H 6.370 -0.281 4.170  0.400
39 H 5.107 1.178 2.598  0.490
40 O -0.059 1.821 -2.311  -0.731
41 C -0.031 0.878 -1.536  -0.441
42 O -0.108 0.964 -0.265  0.081
43 C 0.011 -0.522 -2.145  0.923
44 N 0.526 -1.550 -1.200  0.171
45 C 0.849 -2.727 -2.048  -0.584
46 C 1.483 -2.106 -3.294  -0.598
47 C 0.903 -0.675 -3.379  -0.852
48 H -1.023 -0.813 -2.356  0.330
49 H -0.158 -1.761 -0.448  -0.110
50 H 1.358 -1.191 -0.721  0.072
51 H -0.097 -3.221 -2.268  0.383
52 H 1.480 -3.411 -1.486  0.431
53 H 1.259 -2.703 -4.176  0.345
54 H 2.566 -2.072 -3.190  0.290
55 H 0.330 -0.505 -4.287  0.377
56 H 1.692 0.074 -3.351  0.377

The electronic energy comes out at -9715.0530 hartree. The value obtained for the LUMO energy is -0.267 eV. The HOMO-LUMO gap is 6.97 eV. The largest force on an atom comes out at 0.365 eV/Å. The spin multiplicity is 1.

# 3
Density functional theory data (wB97M-V/def2-TZVPD) for C19H21GdI2N2O6S4 as an isolated structure in a non-equilibrium geometry.

Last column: Mulliken charge in e.
Positions of all 55 atoms, in Å:
1 Gd -1.083 0.460 -0.576  -0.150
2 O 2.981 5.107 -2.096  -0.551
3 C 1.994 4.241 -1.747  1.210
4 C 1.663 3.990 -0.417  -0.371
5 C 0.651 3.082 -0.151  -0.089
6 N -0.017 2.471 -1.122  -0.133
7 C 0.309 2.678 -2.393  0.115
8 C 1.314 3.560 -2.759  -0.571
9 C -0.470 1.772 -3.376  0.477
10 O -0.297 1.931 -4.574  -0.748
11 O -1.198 0.909 -2.799  -0.440
12 C 0.265 2.590 1.257  0.230
13 O 0.875 3.052 2.216  -0.784
14 O -0.637 1.710 1.251  -0.106
15 H 3.367 5.501 -1.303  0.298
16 H 2.183 4.457 0.410  0.426
17 H 1.573 3.703 -3.797  0.553
18 C 0.335 -0.033 4.702  -0.691
19 C 1.416 0.311 3.703  -0.739
20 S 1.239 -0.424 2.041  0.280
21 C 0.984 -2.198 2.409  -1.001
22 C -0.471 -2.675 2.472  -1.297
23 S -1.675 -1.598 1.602  0.460
24 C -2.886 -1.103 2.894  -0.619
25 C -2.386 -0.705 4.267  -0.857
26 S -1.274 0.748 4.307  -0.064
27 H 0.631 0.340 5.686  0.477
28 H 0.181 -1.109 4.774  0.219
29 H 2.391 0.004 4.096  0.465
30 H 1.421 1.385 3.503  0.241
31 H 1.522 -2.432 3.329  0.548
32 H 1.477 -2.690 1.572  0.471
33 H -0.829 -2.785 3.493  0.553
34 H -0.548 -3.635 1.962  0.609
35 H -3.591 -1.931 3.000  0.397
36 H -3.396 -0.259 2.430  0.144
37 H -1.888 -1.528 4.776  0.372
38 H -3.255 -0.422 4.864  0.443
39 I -2.308 -2.139 -1.950  0.374
40 C -4.041 -1.688 -2.997  -0.887
41 I -3.972 0.922 -0.238  -0.493
42 H -4.975 -2.004 -2.570  0.332
43 H -4.011 -0.778 -3.564  0.362
44 O 0.856 -0.391 -1.143  -0.268
45 N 1.138 -1.133 -2.184  0.237
46 C 1.675 -0.576 -3.276  -0.145
47 C 1.930 -1.305 -4.410  -0.901
48 C 1.623 -2.662 -4.425  -0.269
49 C 1.123 -3.238 -3.286  -0.842
50 C 0.902 -2.477 -2.136  0.320
51 S 0.323 -3.146 -0.696  -0.352
52 H 1.870 0.483 -3.211  0.508
53 H 2.346 -0.812 -5.272  0.418
54 H 1.781 -3.252 -5.313  0.368
55 H 0.867 -4.284 -3.234  0.461

Its expectation value of S² is 13.0559. The electronic energy comes out at -4251.4463 hartree. The value obtained for the LUMO energy (alpha / beta) is 2.300 / 2.279 eV. The HOMO-LUMO gap (alpha / beta) is 7.39 / 7.34 eV. The largest force on an atom comes out at 1.506 eV/Å. Its total charge is -1. The spin multiplicity is 7.